Version P
Computed, not measured: a molecular structure, CH4NO, with ωB97M-V/def2-TZVPD.

CARTESIAN COORDINATES (ANGSTROEM)
1 C 0.47620 0.17965 0.20215
2 H -0.55922 -1.36342 -0.76544
3 O -1.89018 0.19153 -0.05364
4 H 0.38578 1.04790 0.98186
5 N -0.71912 -0.48685 0.16613
6 H 0.90099 0.81570 -0.81735
7 H 1.40555 -0.38451 0.28630

Its multiplicity is 1. Its HOMO energy is -1.05 eV. The lowest unoccupied orbital energy is 4.99 eV. As for the charge: -1.

Taken from the natural (NBO) analysis, the atomic charges in e are: -0.3952, 0.1430, -0.8005, 0.1651, -0.3091, 0.0259, 0.1709

***

Version Q
Computed, not measured: 2 unconnected molecules or ions with the total composition CH4NO, with ωB97M-V/def2-TZVPD.

CARTESIAN COORDINATES (ANGSTROEM)
1 H 0.72082 -1.03580 0.27204
2 N -0.93564 -0.39016 0.29799
3 H -2.02131 1.22906 -0.52056
4 H -0.39728 1.66989 0.12434
5 H 2.08088 -1.08411 -0.57064
6 O 1.73817 -1.30678 0.29895
7 C -1.18563 0.91790 0.09788

Its multiplicity is 1. Its HOMO energy is -1.59 eV. The lowest unoccupied orbital energy is 5.04 eV. As for the charge: -1.

Taken from the natural (NBO) analysis, the atomic charges in e are: 0.5132, -0.7917, 0.0809, 0.0754, 0.4355, -1.0428, -0.2705

***

Version R
Computed, not measured: 2 unconnected molecules or ions with the total composition CH4NO, with ωB97M-V/def2-TZVPD.

CARTESIAN COORDINATES (ANGSTROEM)
1 H 0.29316 -0.87388 -0.94135
2 H -1.41666 -0.16899 -0.73959
3 H -0.49010 -0.96435 0.48405
4 C -0.36259 -0.31700 -0.31400
5 H 2.22406 -0.28428 0.67515
6 N 0.20365 0.93806 -0.00433
7 O -0.45150 1.67044 0.84006

Its multiplicity is 1. Its HOMO energy (spin up / spin down) is -1.29 / -2.69 eV. The lowest unoccupied orbital energy (spin up / spin down) is 4.53 / 4.90 eV. As for the charge: -1.

Taken from the natural (NBO) analysis, the atomic charges in e are: 0.1970, 0.1426, 0.1821, -0.4865, -0.4827, -0.0294, -0.5230

***

The least stable of them is version R.

***

Version P
Computed, not measured: 11 unconnected molecules or ions with the total composition C4H28O10, with ωB97M-V/def2-TZVPD.

CARTESIAN COORDINATES (ANGSTROEM)
1 H -3.36435 -1.29845 -0.42054
2 C -0.27819 0.29806 0.24506
3 O 0.77853 0.97433 -4.21446
4 C -2.39303 -0.82990 -0.48876
5 O 3.19476 -2.02856 -0.75536
6 C 0.80498 0.25695 1.30826
7 H 1.47293 4.29094 1.13691
8 H 0.15129 0.09269 -0.74257
9 H 1.09125 0.08038 -4.04011
10 H -0.75825 -3.62155 0.70997
11 H 2.90455 -2.43662 -1.57613
12 H 1.12422 -0.72163 1.63980
13 O 0.09313 -1.77642 -2.70157
14 H 1.11543 3.31313 0.02508
15 H -2.25528 -0.17697 -1.35528
16 H 0.94994 0.99170 2.08766
17 H 0.31463 -2.90129 1.54550
18 H 1.74232 2.90732 -1.97385
19 O -1.04999 2.71743 2.41560
20 H 1.00400 1.50884 -1.85848
21 H -1.76600 2.58598 1.78757
22 H 1.73461 0.56416 0.78885
23 H -0.03582 -1.46807 3.31503
24 O -0.78767 0.34125 3.82221
25 H -0.42452 3.32319 1.97351
26 O -1.71170 0.26306 -3.34838
27 H 1.01204 -2.45325 3.69453
28 H -0.17149 0.93747 -3.97851
29 H -1.56575 0.15095 4.35448
30 H -1.37716 -1.17863 1.38138
31 O 0.71892 3.98382 0.61889
32 H -0.69855 1.31534 0.27740
33 O -0.14162 -2.89390 0.65416
34 O 0.13358 -2.43076 3.28605
35 H -2.06780 0.02672 -4.20534
36 H -0.17734 -1.79967 -1.77828
37 C -1.34798 -0.69059 0.42671
38 H -1.22421 -0.49108 -2.97539
39 H 2.60582 -2.43340 -0.10953
40 O 1.44942 2.20952 -1.38115
41 H 0.25141 -2.68516 -2.97961
42 H -1.05104 1.18268 3.38869

Its multiplicity is 2. Its HOMO energy (spin up / spin down) is -13.87 / -13.87 eV. The lowest unoccupied orbital energy (spin up / spin down) is -4.38 / -8.14 eV. As for the charge: +1.

Taken from the natural (NBO) analysis, the atomic charges in e are: 0.2374, -0.5388, -0.9675, -0.1210, -0.9240, -0.6565, 0.4807, 0.2539, 0.4681, 0.4908, 0.4660, 0.2144, -0.9602, 0.5022, 0.2233, 0.2705, 0.5246, 0.5068, -0.9813, 0.4950, 0.4660, 0.2619, 0.5079, -0.9913, 0.5224, -0.9758, 0.4890, 0.4814, 0.4790, 0.2443, -0.9793, 0.3212, -0.9622, -0.9700, 0.5029, 0.4764, 0.1567, 0.4895, 0.4605, -0.9813, 0.5064, 0.5098

***

Version Q
Computed, not measured: 10 unconnected molecules or ions with the total composition C4H28O10, with ωB97M-V/def2-TZVPD.

CARTESIAN COORDINATES (ANGSTROEM)
1 H 16.52651 6.66612 16.09622
2 H 20.72103 2.48691 17.95575
3 H 21.49028 2.58415 16.65548
4 O 22.74098 6.50220 19.85784
5 H 20.85943 10.03696 17.64944
6 O 18.18914 1.97755 15.87693
7 H 23.52415 3.29668 19.08376
8 H 20.92273 5.24636 17.42494
9 O 22.86810 9.13938 20.95909
10 H 22.40399 8.42469 20.52313
11 O 20.90501 7.85842 17.65302
12 H 19.22591 4.92162 17.26430
13 H 19.23871 9.80647 14.57506
14 H 17.79242 1.59770 16.66087
15 H 21.49767 7.73037 18.39731
16 C 19.75235 7.04520 17.79242
17 O 17.02161 6.59808 15.27984
18 O 22.58413 3.40232 18.93739
19 C 16.41074 8.81612 18.37756
20 H 18.94693 7.50873 17.22273
21 O 19.01641 8.17058 13.21137
22 O 16.21271 7.50018 18.80361
23 H 21.70527 11.18894 18.14884
24 H 20.66021 8.91742 14.33969
25 H 19.06997 2.23129 16.15260
26 H 23.53915 6.29865 20.34540
27 H 17.48624 8.93496 18.50895
28 H 22.21274 2.54187 19.13212
29 C 19.57655 8.80098 14.32417
30 H 16.00727 8.98853 17.37977
31 H 19.45734 8.25879 15.26221
32 O 20.67764 2.24490 17.03066
33 H 22.25233 9.87200 20.94051
34 H 19.93582 5.79791 16.04676
35 H 16.38447 6.28403 14.63823
36 H 19.45594 7.31786 13.17571
37 O 20.83000 10.97764 17.82405
38 H 15.50521 7.11892 18.27856
39 H 22.65091 5.78221 19.23355
40 H 19.35871 6.90366 18.79896
41 C 19.97641 5.70088 17.13167
42 H 15.93364 9.45710 19.11892

Its multiplicity is 2. Its HOMO energy (spin up / spin down) is -12.99 / -12.99 eV. The lowest unoccupied orbital energy (spin up / spin down) is -3.47 / -10.24 eV. As for the charge: +1.

Taken from the natural (NBO) analysis, the atomic charges in e are: 0.4806, 0.4719, 0.4869, -0.9754, 0.4718, -0.9627, 0.4875, 0.2136, -0.9415, 0.4713, -0.7170, 0.2452, 0.2576, 0.4632, 0.5054, -0.0765, -0.9638, -0.9640, -0.2551, 0.1695, -0.2109, -0.7222, 0.4755, 0.3150, 0.4852, 0.4951, 0.1739, 0.4782, -0.3285, 0.1648, 0.3293, -0.9412, 0.4672, 0.1887, 0.4858, 0.5171, -0.9489, 0.4614, 0.4872, 0.2054, -0.6319, 0.1852

***

The least stable of them is version Q.

***

Version P
Computed, not measured: 3 unconnected molecules or ions with the total composition C3H11NO3S, with ωB97M-V/def2-TZVPD.

CARTESIAN COORDINATES (ANGSTROEM)
1 H -0.90594 -1.74324 2.02074
2 C -1.70966 -0.89105 0.22270
3 H 0.12098 -2.05874 0.71792
4 O 2.04094 0.56821 -2.98353
5 H 2.96712 2.07982 0.04446
6 O 0.66536 1.11337 1.19782
7 H -1.50687 0.48528 1.69154
8 O 2.67796 1.25775 -0.37196
9 C -0.94312 -1.97769 0.95127
10 H 2.08991 0.91925 -2.06188
11 C -0.38513 1.25726 0.29090
12 H -0.67061 2.32174 0.26448
13 H -1.53022 -0.96080 -0.85398
14 H 1.56839 1.18872 0.67081
15 S -1.75387 -3.63226 0.75688
16 H -0.09226 0.99171 -0.73231
17 H 1.70485 -0.33619 -2.85904
18 N -1.57396 0.51246 0.67936
19 H -2.76387 -1.09560 0.35383

Its multiplicity is 1. Its HOMO energy is 0.12 eV. The lowest unoccupied orbital energy is 5.99 eV. As for the charge: -2.

Taken from the natural (NBO) analysis, the atomic charges in e are: 0.1669, -0.2343, 0.1921, -1.0136, 0.4116, -0.8312, 0.3429, -1.2616, -0.5268, 0.5288, 0.1104, 0.0980, 0.1758, 0.5130, -0.7917, 0.1494, 0.4526, -0.6648, 0.1826

***

Version Q
Computed, not measured: 3 unconnected molecules or ions with the total composition C3H11NO3S, with ωB97M-V/def2-TZVPD.

CARTESIAN COORDINATES (ANGSTROEM)
1 H -0.37281 -0.50725 0.01678
2 O -3.37100 1.41569 2.00069
3 C 0.77887 -0.17221 -2.44824
4 H -2.63412 1.93188 1.63156
5 N 1.77051 0.22350 -0.07736
6 C 0.51720 -0.06817 0.76276
7 O 0.06007 0.95368 1.48381
8 H -1.59296 -0.98123 1.63597
9 H 1.72398 1.20464 -0.17666
10 H 0.67335 0.97105 -2.64037
11 H 0.78249 -1.00105 1.36655
12 H 2.79337 -0.57697 -1.59226
13 O -1.77580 -0.58199 2.50679
14 S 1.45486 -0.97876 -3.94762
15 H -0.28454 -0.41115 -2.31244
16 H 1.59793 -1.57119 -1.22873
17 C 1.72709 -0.54447 -1.32490
18 H -0.95792 0.10739 2.13184
19 H -2.89056 0.58662 2.21182

Its multiplicity is 1. Its HOMO energy is 0.11 eV. The lowest unoccupied orbital energy is 5.95 eV. As for the charge: -2.

Taken from the natural (NBO) analysis, the atomic charges in e are: 0.0251, -1.0220, -0.5357, 0.4662, -0.6805, 0.1477, -0.9055, 0.4575, 0.3448, 0.1577, 0.0772, 0.1880, -1.0600, -0.7738, 0.1868, 0.1890, -0.2616, 0.4998, 0.4991

***

Version R
Computed, not measured: 3 unconnected molecules or ions with the total composition C3H11NO3S, with ωB97M-V/def2-TZVPD.

CARTESIAN COORDINATES (ANGSTROEM)
1 H 0.39556 0.43728 -1.74823
2 O -1.50820 -0.05653 -1.18053
3 O -3.19127 0.01136 0.96255
4 N 1.93124 1.09095 0.23252
5 O -1.76568 1.79993 -2.66433
6 H -1.08320 2.32184 -2.21553
7 H 2.06713 0.44505 -0.62361
8 H -2.00251 0.84208 -2.00765
9 H 0.02183 -1.00959 -1.06679
10 H 0.87914 -0.31234 2.48428
11 H -0.37468 1.38719 0.69742
12 C -0.11038 -0.02833 -0.90557
13 H -3.80000 -0.23086 0.13672
14 C 0.72065 -0.62282 1.50821
15 C 0.46442 0.69275 0.40339
16 H 2.51705 0.99482 1.02185
17 H -2.36492 0.00588 0.37104
18 S 2.22928 -1.58272 1.04103
19 H -0.16957 -1.48217 1.68869

Its multiplicity is 1. Its HOMO energy is 0.43 eV. The lowest unoccupied orbital energy is 6.05 eV. As for the charge: -2.

Taken from the natural (NBO) analysis, the atomic charges in e are: 0.1163, -0.9303, -1.0155, -0.9054, -1.1394, 0.4362, 0.3943, 0.5120, 0.1837, 0.1515, 0.1865, -0.0797, 0.4433, -0.5425, -0.0977, 0.3734, 0.5171, -0.7782, 0.1745

***

Version S
Computed, not measured: 3 unconnected molecules or ions with the total composition C3H11NO3S, with ωB97M-V/def2-TZVPD.

CARTESIAN COORDINATES (ANGSTROEM)
1 H -0.10838 0.33242 1.08018
2 O 2.63897 2.18589 0.28226
3 C -1.23097 -0.25973 -0.68872
4 H 1.69711 0.93907 -0.18341
5 H 1.94155 2.63545 -0.20621
6 S -2.61377 -2.50239 0.36970
7 H -2.73819 -1.31597 -1.68208
8 H -1.23281 -2.23940 -1.63090
9 H -1.85086 1.49944 0.25843
10 C 0.02487 -0.37533 0.26136
11 O 3.34686 0.16684 1.90047
12 H -0.66887 0.17359 -1.52083
13 H 3.26588 -0.25905 1.03669
14 H -2.89869 0.13483 0.27549
15 C -1.86785 -1.57829 -1.05643
16 H 3.07516 1.07209 1.58938
17 N -2.21302 0.69283 -0.21673
18 O 1.18551 0.09503 -0.42596
19 H 0.24749 -1.39734 0.55733

Its multiplicity is 1. Its HOMO energy is -0.03 eV. The lowest unoccupied orbital energy is 5.96 eV. As for the charge: -2.

Taken from the natural (NBO) analysis, the atomic charges in e are: 0.1491, -1.2986, -0.1032, 0.5194, 0.4148, -0.7841, 0.1772, 0.1861, 0.3498, -0.0617, -1.0206, 0.1826, 0.4693, 0.3822, -0.5144, 0.5213, -0.8886, -0.8552, 0.1745

***

The least stable of them is version R.

***

Version P
Computed, not measured: a gas-phase ion, C4H6N3O2 (charge -1), with ωB97M-V/def2-TZVPD.

CARTESIAN COORDINATES (ANGSTROEM)
1 H -2.36742 0.34538 -0.33787
2 O 0.57385 3.04261 0.73119
3 N -0.31174 0.09753 0.27750
4 O 0.60008 2.47872 -1.46274
5 C -0.04777 -1.07276 0.95648
6 H 1.18627 -2.58723 0.31797
7 H -1.10959 0.72660 -1.67476
8 C -1.31602 0.07883 -0.78142
9 N 0.67318 0.90747 0.38528
10 H -0.89558 -1.83806 0.74316
11 C 1.29644 -1.55509 0.30914
12 H 0.11970 -1.08123 2.04010
13 N 2.19909 -0.82087 -0.06793
14 H -1.21987 -1.02856 -1.21742
15 C 0.61936 2.30667 -0.21868

Its multiplicity is 1. Its HOMO energy (spin up / spin down) is -3.22 / -3.19 eV. The lowest unoccupied orbital energy (spin up / spin down) is 3.65 / 3.65 eV. As for the charge: -1.

Taken from the natural (NBO) analysis, the atomic charges in e are: 0.2023, -0.6835, -0.1452, -0.7636, -0.2844, 0.1178, 0.2674, -0.4597, -0.1635, 0.1709, -0.0731, 0.2210, -0.4408, 0.1949, 0.8394

***

Version Q
Computed, not measured: a gas-phase ion, C4H6N3O2 (charge -1), with ωB97M-V/def2-TZVPD.

CARTESIAN COORDINATES (ANGSTROEM)
1 H -0.69885 1.74241 -2.67982
2 H 0.36694 -1.29276 2.62920
3 C 0.50036 -1.71093 1.63253
4 C 1.51978 0.04194 0.14333
5 O 2.69826 -0.18621 0.40697
6 O -1.79866 -0.38771 0.34420
7 H 1.47710 -2.20922 1.63399
8 N -0.23473 0.77828 -0.88996
9 N 0.44408 -0.60337 0.71084
10 H -2.14054 1.17504 -1.79908
11 C -1.14417 1.62811 -1.64903
12 N 1.13082 0.96678 -0.83223
13 H -1.20099 2.63782 -1.15145
14 H -0.28183 -2.47778 1.42114
15 C -0.63757 -0.10241 0.07935

Its multiplicity is 1. Its HOMO energy is -2.38 eV. The lowest unoccupied orbital energy is 3.95 eV. As for the charge: -1.

Taken from the natural (NBO) analysis, the atomic charges in e are: 0.1916, 0.1873, -0.4002, 0.6697, -0.7575, -0.7501, 0.2226, -0.2860, -0.4716, 0.2171, -0.4016, -0.5262, 0.1746, 0.2056, 0.7248

***

The least stable of them is version P.